Molecular formula: C28H28AuCl3N6O4S3
Method: DFT, ωB97M-V/def2-TZVPD

Values from the calculation:
HOMO: -12.62 eV
Total charge: +2
ΔE to the lowest compared entry with this formula, charge and spin: 0.00 kcal/mol
Frontier orbital gap: 5.373 eV
2S+1: 1

Positions of all 73 atoms, in Å:
Au -1.69875 0.76938 0.43777
N 1.88865 5.84883 -4.33974
C 1.38910 5.20107 -3.27685
C 0.97038 3.85343 -3.39190
C 0.46466 3.19255 -2.30977
C 0.36061 3.85936 -1.07810
C 0.77532 5.19483 -0.94221
C 1.27706 5.85465 -2.02816
S -0.28486 3.08708 0.27271
O 0.12155 1.59677 0.27573
O -0.00411 3.76558 1.48842
N -1.90452 2.73248 0.04185
C -2.76938 3.51764 0.86073
N -2.65841 4.82228 0.68812
C -3.44694 5.57613 1.44940
C -4.33937 5.02380 2.35664
C -4.37106 3.64706 2.43175
N -3.58017 2.86867 1.68136
H 1.98821 5.39304 -5.22971
H 2.20306 6.80081 -4.26794
H 1.06793 3.34556 -4.34234
H 0.16275 2.15733 -2.40013
H 0.69383 5.68938 0.01555
H 1.59746 6.88387 -1.93536
H -3.35738 6.64807 1.32318
H -4.97487 5.63911 2.97513
H -5.03698 3.14007 3.12064
Cl 3.59173 1.79529 -1.59351
C 3.30526 0.26882 -0.82708
C 2.70241 -0.75610 -1.53544
C 2.47632 -1.96277 -0.89289
C 2.83201 -2.17301 0.43643
C 2.46758 -3.49331 1.07385
C 1.40803 -3.33498 2.18030
N 0.20888 -2.68028 1.65314
C -0.89581 -3.30533 1.12214
C -1.71683 -2.32918 0.66007
N -1.10300 -1.11867 0.90209
C 0.06099 -1.36762 1.49208
O 3.60500 -4.12123 1.60373
C 3.54610 -5.55509 1.61108
C 3.37827 -6.12625 0.23906
C 2.21807 -6.64553 -0.25483
Cl 0.71676 -6.78001 0.58507
S 2.34979 -7.18184 -1.87522
C 3.99242 -6.69694 -1.92741
C 4.40534 -6.15944 -0.75158
C 3.45574 -1.12142 1.11024
Cl 3.94942 -1.26518 2.76646
C 3.69384 0.09570 0.49024
H 2.43305 -0.61874 -2.57328
H 2.01698 -2.77589 -1.44340
H 2.02260 -4.11041 0.28455
H 1.79541 -2.74411 3.00558
H 1.11224 -4.31216 2.55717
H -0.99389 -4.37701 1.12173
H -2.67683 -2.39893 0.18404
H 0.78388 -0.62955 1.80041
H 2.74402 -5.90387 2.26726
H 4.49352 -5.86500 2.04635
H 4.56962 -6.85786 -2.82337
H 5.41024 -5.80336 -0.57528
H 4.18246 0.89378 1.03090
C -5.71436 -0.05512 -1.25094
S -4.81793 0.84948 -0.01005
C -5.71260 0.37828 1.45006
O -3.51353 -0.02605 0.07797
H -6.71753 0.36934 -1.30101
H -5.74895 -1.11097 -0.98989
H -5.20331 0.10020 -2.19841
H -6.71014 0.81458 1.38673
H -5.17435 0.79617 2.29747
H -5.76271 -0.70724 1.51063